No. 1
Density functional theory data (ωB97M-V/def2-TZVPD) for an isolated molecule of C21H23BrN2O3.

* relative energy (zero: lowest compared OMol25 entry of this formula, charge and spin): 32.2 kJ/mol
* electronic energy: -3723.171764 Ha
* frontier orbital gap: 8.3 eV
* HOMO level: -8.54 eV

Geometry as XYZ:
```
50
Properties=species:S:1:pos:R:3:forces:R:3:nbo_charge:R:1
O -0.0236 1.4010 2.5783 -0.12 0.48 -2.41 -0.557
O 6.2691 -1.8782 -1.4935 -0.38 0.68 0.67 -0.391
O 6.4811 -0.4061 0.0995 -1.27 -0.89 -0.82 -0.389
Br 2.6198 6.5590 -1.0606 -0.44 -0.41 0.19 0.053
C -0.2431 1.6759 1.3785 -0.77 0.01 3.25 0.568
C 1.3836 3.9722 -1.1389 0.12 -0.68 0.21 -0.232
C 1.2200 5.1275 0.9709 -0.57 0.46 0.73 -0.258
C 0.7875 2.8507 -0.5623 -0.23 0.84 0.20 -0.193
C 0.5740 4.0490 1.5468 -0.13 -0.85 -0.17 -0.154
C 2.3173 -0.3890 0.5072 0.95 -0.32 -0.66 -0.329
C 2.2304 -1.1234 -1.8248 1.68 -0.16 0.78 -0.308
C 3.7060 -0.4942 0.5053 0.04 0.03 -0.06 -0.116
C 3.6123 -1.2990 -1.7764 0.54 0.14 -0.79 -0.129
C 1.6178 5.0822 -0.3362 0.71 0.06 -1.39 -0.044
C 0.3732 2.8805 0.7769 0.30 0.24 -0.35 -0.096
C 1.5905 -0.6954 -0.6704 -0.97 0.53 0.88 0.312
C 4.3849 -0.9712 -0.6524 -2.86 0.62 0.95 -0.048
N 0.2256 -0.4828 -0.7042 0.43 -0.10 -0.08 -0.639
N 5.7846 -1.0909 -0.6723 2.74 -0.09 -0.14 0.508
C -1.2934 0.8283 0.6718 0.19 0.08 -0.17 -0.514
C -4.2120 -3.1329 0.0809 0.59 -0.37 -0.27 -0.406
C -3.6543 -2.4013 -1.1507 -1.10 0.60 -0.95 -0.397
C -3.9182 -2.3968 1.3713 0.84 1.56 -1.00 -0.394
C -2.6935 -1.2434 -0.9112 0.45 -0.82 0.16 -0.408
C -2.3867 -2.1331 1.4798 -0.18 -0.26 -0.11 -0.406
C -0.6625 -0.5589 0.4652 -0.27 -0.72 -1.02 -0.031
C -1.6812 -1.6679 0.1545 -0.92 0.06 1.04 -0.207
H 1.6883 3.8668 -2.1783 0.10 0.52 0.27 0.234
H 1.3344 6.0518 1.5207 0.17 -0.09 0.12 0.235
H 0.6450 1.9845 -1.1941 -0.11 -0.16 0.22 0.231
H 0.2216 4.1083 2.5831 0.19 -0.19 -0.48 0.238
H 1.8279 -0.0418 1.4088 -0.03 0.00 -0.16 0.237
H 1.6935 -1.3473 -2.7235 -0.25 -0.07 -0.30 0.216
H 4.2235 -0.1822 1.4299 0.00 -0.37 -0.83 0.246
H 4.1335 -1.6191 -2.6899 -0.21 0.04 0.58 0.244
H -0.2105 -0.7554 -1.5816 0.13 0.04 0.44 0.383
H -2.2066 0.8026 1.2822 0.47 -0.12 0.31 0.246
H -1.6373 1.2597 -0.2762 0.46 -0.15 0.02 0.222
H -3.7289 -4.1133 0.0596 -0.17 -0.14 0.51 0.198
H -5.2795 -3.2928 -0.0460 -0.08 -0.09 0.03 0.211
H -3.1342 -3.0780 -1.8265 -0.19 -0.34 0.03 0.201
H -4.5460 -2.0300 -1.6923 0.59 -0.02 -0.13 0.206
H -4.2439 -2.9404 2.2301 -0.36 -0.30 0.62 0.218
H -4.4545 -1.4013 1.3365 0.44 -0.96 0.21 0.189
H -2.1444 -1.0516 -1.8446 -0.37 0.17 0.05 0.194
H -3.2297 -0.3468 -0.6420 -0.10 0.36 0.22 0.202
H -2.2145 -1.4199 2.2908 0.09 0.03 -0.08 0.210
H -1.8706 -3.0673 1.7642 -0.34 0.29 0.14 0.206
H -0.1153 -0.8770 1.3635 0.04 0.32 -0.33 0.230
H -1.1611 -2.5716 -0.2077 0.12 0.53 -0.12 0.208
```
Positions in Å, forces in eV/Å.

---

No. 2
Density functional theory data (ωB97M-V/def2-TZVPD) for a cluster of 17 separate species, C21H23Cl48IO6S in total.

* electronic energy: -24050.346505 Ha
* frontier orbital gap: 9.8 eV
* HOMO level: -9.68 eV

Geometry as XYZ:
```
100
Properties=species:S:1:pos:R:3:forces:R:3:mulliken_charge:R:1
C 3.3496 0.6614 2.2700 0.00 -1.17 -0.78 -0.764
C 3.0433 -0.2061 0.9467 2.28 1.48 -1.76 0.674
O 3.6301 0.1803 -0.0993 -2.73 -1.88 3.17 -0.503
O 2.1737 -1.3228 0.9922 0.85 2.33 -0.79 -0.361
C 1.5038 -1.4915 -0.2891 -1.26 -0.41 -0.13 -0.790
C 2.3189 -2.3728 -1.3414 0.16 -0.66 0.35 0.845
O 3.5004 -2.8736 -0.6153 1.24 0.77 -2.14 -0.331
S 4.7284 -3.0923 -1.7570 1.68 -1.54 1.70 0.963
O 4.4205 -4.4559 -2.3023 0.84 4.18 0.56 -0.493
O 6.1056 -2.8391 -1.2101 -4.66 -0.59 -1.69 -0.557
O 4.3135 -1.7534 -2.6700 -0.51 -2.02 1.28 -0.303
C 2.8416 -1.7489 -2.7162 0.62 -0.81 -1.23 -0.102
I 2.2396 0.2316 -3.3553 0.13 -0.77 0.42 0.075
H 3.0639 0.1050 3.2205 0.28 0.96 -1.25 0.157
H 2.7963 1.6468 2.1230 0.61 -1.39 0.40 0.244
H 4.4790 0.8720 2.2231 -1.83 -0.36 0.15 0.322
H 1.1945 -0.4593 -0.6474 0.60 -1.41 -0.03 0.330
H 0.5327 -2.0672 -0.0561 1.61 0.87 -0.20 0.204
H 1.7553 -3.3207 -1.6173 0.35 1.43 0.31 0.283
H 2.6267 -2.4123 -3.6306 -0.27 0.96 1.70 0.068
C 1.1902 0.1027 6.3774 0.00 0.03 -0.16 -0.045
Cl 2.8414 0.7269 6.2491 -0.10 -0.06 0.05 -0.135
Cl 0.0231 1.4306 6.3868 0.11 -0.13 0.02 -0.004
Cl 0.8434 -1.0215 5.0552 0.04 0.08 0.13 -0.073
H 1.1018 -0.4349 7.3141 0.02 0.03 -0.05 0.273
C -2.3211 1.1915 2.9028 -0.08 -0.15 -0.07 0.282
Cl -3.6486 1.6159 1.8120 0.51 -0.40 0.34 -0.091
Cl -2.8147 -0.0929 4.0151 0.06 0.14 -0.04 -0.127
Cl -0.8903 0.7008 1.9831 -0.02 0.07 0.08 -0.039
H -2.0654 2.0723 3.4889 -0.03 -0.14 -0.13 -0.056
C 0.2978 -4.6252 -4.2998 0.16 -0.13 -0.07 -0.325
Cl 1.4310 -5.6853 -3.4519 -0.13 0.13 -0.08 -0.072
Cl -0.5839 -3.6082 -3.1488 -0.08 -0.02 -0.10 -0.088
Cl 1.1485 -3.6267 -5.4850 -0.06 -0.03 0.07 0.133
H -0.4222 -5.2460 -4.8294 0.11 0.15 0.08 0.435
C -1.7554 -2.3707 -8.4517 -0.12 0.11 -0.02 0.088
Cl -0.0412 -2.3244 -8.8918 -0.06 0.02 0.12 -0.053
Cl -1.9542 -2.9771 -6.8016 -0.15 0.04 -0.17 -0.127
Cl -2.4835 -0.7694 -8.6198 0.30 -0.08 0.13 -0.111
H -2.2656 -3.0514 -9.1308 0.12 0.10 0.10 0.175
C -6.1214 -1.2229 -10.9927 0.01 0.08 -0.03 0.003
Cl -4.9943 -2.2784 -10.1289 -0.31 -0.13 -0.18 -0.068
Cl -7.0132 -0.2029 -9.8555 0.05 -0.12 -0.10 -0.122
Cl -5.2598 -0.2297 -12.1760 -0.08 -0.12 0.07 -0.127
H -6.8355 -1.8475 -11.5251 0.15 0.12 0.11 0.314
C -1.8993 4.9152 7.4863 0.05 0.23 -0.11 0.218
Cl -0.2521 5.5468 7.3610 -0.13 -0.11 0.07 -0.126
Cl -3.0728 6.2351 7.4333 0.01 -0.31 -0.41 -0.151
Cl -2.2287 3.7713 6.1738 -0.05 -0.03 0.14 -0.084
H -1.9942 4.3948 8.4364 -0.02 0.07 -0.15 0.099
C -2.9997 6.0977 11.5626 -0.19 0.26 0.02 0.118
Cl -1.8902 4.7313 11.3781 0.02 0.35 -0.29 -0.058
Cl -2.7782 7.3535 10.3289 0.19 -0.18 0.60 -0.110
Cl -4.6730 5.5239 11.5536 0.11 0.03 0.04 -0.122
H -2.7994 6.5519 12.5297 -0.03 -0.14 -0.27 0.181
C 3.7652 -0.5699 -9.0814 -0.09 0.06 0.16 -0.167
Cl 3.1659 -1.3953 -10.5280 0.07 -0.01 -0.02 -0.072
Cl 3.0366 1.0354 -8.9362 0.10 -0.13 -0.03 -0.119
Cl 3.4336 -1.5373 -7.6399 0.10 0.16 -0.03 -0.017
H 4.8424 -0.4500 -9.1745 -0.21 -0.05 -0.01 0.364
C -4.6438 5.4749 1.9242 0.03 -0.15 -0.07 -0.039
Cl -3.4494 5.0257 3.1503 -0.09 0.11 -0.03 -0.066
Cl -3.9514 6.6181 0.7640 -0.06 -0.05 0.09 -0.118
Cl -5.2496 4.0371 1.0929 -0.43 0.66 -0.10 -0.107
H -5.4791 5.9592 2.4251 0.17 -0.08 -0.10 0.338
C -1.5350 4.2098 15.2226 0.01 -0.17 -0.04 -0.076
Cl 0.1604 4.7051 15.1268 -0.16 -0.04 0.02 -0.111
Cl -2.6015 5.5632 14.8170 -0.01 -0.08 0.31 -0.122
Cl -1.8404 2.8306 14.1572 -0.13 0.37 0.74 -0.079
H -1.7455 3.9054 16.2455 0.03 0.11 -0.19 0.392
C -1.8838 4.5917 -2.2002 -0.06 -0.08 0.01 -0.001
Cl -3.2148 5.0147 -3.2865 0.09 0.02 0.11 -0.134
Cl -2.3750 3.3039 -1.0907 0.11 0.15 -0.06 -0.022
Cl -0.4570 4.1093 -3.1288 -0.06 0.06 0.09 -0.098
H -1.6289 5.4709 -1.6123 -0.05 -0.18 -0.11 0.274
C 3.4835 -5.9674 -7.7403 0.00 0.12 0.08 -0.182
Cl 1.9447 -6.7600 -7.3692 0.09 -0.04 -0.06 -0.121
Cl 3.2608 -4.7374 -8.9915 0.04 -0.17 -0.01 -0.012
Cl 4.1779 -5.2452 -6.2837 0.06 -0.14 -0.11 -0.054
H 4.1742 -6.7198 -8.1149 -0.15 0.14 0.07 0.392
C 0.4942 -0.0515 12.4239 0.09 -0.01 -0.07 -0.019
Cl 2.1954 0.4209 12.3315 -0.24 -0.04 0.09 -0.063
Cl -0.5535 1.3020 11.9720 0.29 -0.43 -0.38 -0.063
Cl 0.1791 -1.4577 11.3977 -0.01 0.06 0.08 -0.127
H 0.2700 -0.3266 13.4524 0.04 0.07 -0.19 0.271
C 5.1341 2.6814 14.5246 -0.05 -0.04 0.02 -0.046
Cl 5.2231 1.3756 15.7148 0.03 0.12 -0.09 -0.122
Cl 5.1028 2.0250 12.8823 0.14 0.11 0.10 -0.110
Cl 3.7126 3.6932 14.8169 0.13 -0.06 -0.02 -0.068
H 6.0224 3.3006 14.6287 -0.18 -0.13 -0.03 0.353
C 0.4969 -4.0060 -11.9404 0.18 -0.17 -0.04 0.893
Cl -1.0745 -3.5512 -12.6166 0.03 0.10 0.14 -0.118
Cl 0.4779 -5.6911 -11.4034 -0.04 0.18 -0.01 -0.124
Cl 1.7855 -3.7442 -13.1247 -0.10 0.02 0.12 -0.142
H 0.6923 -3.3736 -11.0769 -0.08 -0.13 -0.21 -0.550
C -3.7086 -5.1062 -14.9805 0.00 -0.05 -0.05 0.565
Cl -3.2830 -4.7702 -16.6643 0.00 -0.01 0.17 -0.121
Cl -5.1478 -4.1914 -14.5076 0.12 -0.02 0.01 -0.117
Cl -3.9646 -6.8395 -14.7367 0.05 0.15 0.02 -0.124
H -2.8811 -4.7908 -14.3492 -0.15 -0.08 -0.12 -0.181
```
Positions in Å, forces in eV/Å.